An isolated molecule of C5H2FNO2 at a distorted geometry. Source: the Open Molecules 2025 dataset; level of theory: ωB97M-V/def2-TZVPD.

Its energy above the lowest of the compared OMol25 structures with the same formula, charge and spin is 0.000 eV. Its HOMO-LUMO gap (alpha / beta) is 8.059 / 6.691 eV.

Each atom is followed by the atoms it is bonded to, with distances in Å.
Positions of all 11 atoms, in Å:
1 C 0.12799 0.99371 0.54371  C2 1.400, C5 1.473, H10 1.059
2 C 0.95658 -0.13061 0.63517  C1 1.400, C4 1.438, O7 1.270
3 C 3.34290 -0.78934 -0.02209  C4 1.277, O8 1.158
4 C 2.39176 -0.21577 0.60826  C2 1.438, C3 1.277
5 C -1.25140 0.48180 0.46628  C1 1.473, N6 1.412, F9 1.351, H11 1.186
6 N -1.08247 -0.89991 0.23152  C5 1.412, O7 1.376
7 O 0.26934 -1.14549 0.30267  C2 1.270, N6 1.376
8 O 4.31235 -1.04777 -0.60113  C3 1.158
9 F -1.84711 0.87417 -0.68070  C5 1.351
10 H 0.28839 2.03277 0.67179  C1 1.059
11 H -1.94721 0.80775 1.37014  C5 1.186

A cluster of 2 separate species, C5H2N2O2S in total at a distorted geometry. Source: the Open Molecules 2025 dataset; level of theory: ωB97M-V/def2-TZVPD.

The SMILES is C=C1SC1=O.N#CN=C=O. Its energy above the lowest of the compared OMol25 structures with the same formula, charge and spin is 0.000 eV. Its HOMO-LUMO gap is 8.815 eV.

Each atom is followed by the atoms it is bonded to, with distances in Å.
Positions of all 12 atoms, in Å:
1 C 1.49824 1.23083 0.52619  N6 1.144, N7 1.297
2 C -0.60195 -1.28375 0.28556  C3 1.458, C5 1.320, S10 1.755
3 C -0.87857 -0.49944 -0.91254  C2 1.458, O8 1.195, S10 1.824
4 C 0.57545 2.10774 -1.46442  N7 1.184, O9 1.155
5 C -0.69784 -1.44811 1.59143  C2 1.320, H11 1.117, H12 1.151
6 N 2.20478 0.77340 1.30123  C1 1.144
7 N 0.66533 1.64285 -0.37882  C1 1.297, C4 1.184
8 O -1.19761 0.42697 -1.59612  C3 1.195
9 O 0.42633 2.43979 -2.56055  C4 1.155
10 S -0.59558 -2.28496 -1.15637  C2 1.755, C3 1.824
11 H -0.73102 -2.49384 1.98252  C5 1.117
12 H -0.66755 -0.61147 2.38189  C5 1.151

The ion C5H2N2O5 with charge -2 at a distorted geometry. Source: the Open Molecules 2025 dataset; level of theory: ωB97M-V/def2-TZVPD.

The SMILES is O=C([O-])C1(C(=O)[O-])N=NCC1=O. The net charge is -2. Its HOMO-LUMO gap is 7.023 eV.

Each atom is followed by the atoms it is bonded to, with distances in Å.
Positions of all 14 atoms, in Å:
1 C 1.12778 -0.21438 -0.60060  C4 1.523, C5 1.749, O10 1.189
2 C 1.12564 -2.62030 -1.98779  C5 1.618, O8 1.223, O11 1.229
3 C 2.01304 -2.43302 0.62813  C5 1.693, O9 1.213, O12 1.216
4 C -0.17967 0.19815 0.06244  C1 1.523, N6 1.505, H13 1.110, H14 1.090
5 C 0.88545 -1.94584 -0.53726  C1 1.749, C2 1.618, C3 1.693, N7 1.386
6 N -1.15706 -0.93405 -0.10119  C4 1.505, N7 1.267
7 N -0.48592 -1.98248 -0.33637  C5 1.386, N6 1.267
8 O 1.81897 -1.92096 -2.71274  C2 1.223
9 O 1.48089 -2.83276 1.64208  C3 1.213
10 O 2.05733 0.45802 -0.91321  C1 1.189
11 O 0.60934 -3.72195 -2.16425  C2 1.229
12 O 3.16874 -2.39245 0.25330  C3 1.216
13 H 0.06750 0.30103 1.13946  C4 1.110
14 H -0.50206 1.19808 -0.22758  C4 1.090

An isolated molecule of C5H2O. Source: the Open Molecules 2025 dataset; level of theory: ωB97M-V/def2-TZVPD.

Its energy above the lowest of the compared OMol25 structures with the same formula, charge and spin is 3.449 eV. Its HOMO-LUMO gap is 8.400 eV.

Each atom is followed by the atoms it is bonded to, with distances in Å.
Positions of all 8 atoms, in Å:
1 O 0.41975 -0.78672 0.10712  C2 1.348, C3 1.328
2 C -0.38814 -0.02823 -0.66033  O1 1.348, C5 1.418
3 C 1.69479 -0.43769 -0.01709  O1 1.328, C4 1.197
4 C 2.80302 0.01533 -0.04109  C3 1.197, H7 1.064
5 C -1.71392 -0.09796 -0.16147  C2 1.418, C6 1.215
6 C -2.80647 0.25816 0.23180  C5 1.215, H8 1.068
7 H 3.74980 0.50167 -0.05578  C4 1.064
8 H -3.75883 0.57543 0.59683  C6 1.068

Number 1: E_tot -13512.84878 eV. Number 2: E_tot -23124.17705 eV. Number 3: E_tot -18433.22644 eV. Number 4: E_tot -7257.05901 eV.